No. 1
C4H3IPdSSe3Te2 as an isolated structure, computed with ωB97M-V with the def2-TZVPD basis set.

Computed properties:
HOMO level (spin up / spin down)   -7.5 / -8.3 eV
Max |F|   0.64 eV Å⁻¹
Electronic energy   -8718.31464 a.u.
Multiplicity   5
Total charge   0
LUMO (spin up / spin down)   -1.205 / -2.596 eV

Geometry as XYZ:
```
15
Properties=species:S:1:pos:R:3:forces:R:3
Pd -0.13394 -0.96068 1.31138 0.2 0.6 0.0
Se 1.34508 -1.61648 -0.66509 0.1 0.1 -0.3
Se 1.46614 -3.19299 0.95808 0.1 -0.1 0.1
Te -1.02096 -3.62007 1.61031 -0.4 -0.1 0.0
Se -2.32062 -1.84955 0.54215 0.0 -0.3 0.0
Te 1.60114 0.39578 2.73904 -0.1 -0.1 0.3
C 0.70231 0.09176 4.59878 0.2 0.2 -0.1
C -0.52110 -0.47728 4.82455 -0.1 -0.1 0.0
C -0.86942 -0.52151 6.19704 0.0 0.0 0.0
C 0.08710 0.03381 6.99238 0.1 0.1 0.0
S 1.41868 0.60952 6.08456 -0.2 -0.1 -0.1
H -1.15237 -0.84730 4.02715 0.0 0.0 0.0
H -1.79059 -0.94058 6.57437 0.0 0.0 0.0
H 0.07563 0.12967 8.06620 0.0 0.0 0.0
I -0.59587 1.75039 0.57801 0.0 -0.1 0.1
```
Forces are in eV/Å.

No. 2
A 2-piece molecular cluster, C8H11N2 overall, computed with ωB97M-V with the def2-TZVPD basis set.

Computed properties:
HOMO level   -12.0 eV
Max |F|   4.89 eV Å⁻¹
Electronic energy   -420.61530 a.u.
Multiplicity   1
Total charge   +1
LUMO   -3.551 eV

Geometry as XYZ:
```
21
Properties=species:S:1:pos:R:3:forces:R:3
C 2.33756 0.73610 0.77847 -1.0 -0.5 -1.0
C 1.51813 1.23429 -0.33964 1.0 2.4 0.1
C -2.91569 0.68193 -0.16695 0.0 -1.5 -0.8
C 1.98231 -0.93919 -0.74197 -1.0 -4.7 0.8
C 2.56351 -0.55874 0.61087 1.2 -1.0 -0.3
C 1.14334 0.20477 -1.11720 1.9 1.6 -0.8
C -1.92501 -1.07312 0.68741 0.9 -1.2 0.8
C -1.02371 -0.10478 0.44850 0.9 -1.2 0.1
N -3.09124 -0.58559 0.30052 -2.5 2.7 -1.1
N -1.59785 0.92222 -0.22495 -1.4 1.6 2.0
H 2.58236 1.19484 1.67185 0.5 1.5 1.4
H 1.50059 2.36294 -0.53767 -0.8 -1.8 0.3
H -3.61556 1.31588 -0.63300 -1.0 0.4 -0.1
H 2.74539 -1.29977 -1.58174 -1.7 0.8 1.8
H 1.25214 -1.89700 -0.47338 1.8 1.8 -1.0
H 3.13871 -1.17304 1.35919 -0.8 0.4 -1.3
H 0.56226 0.29996 -2.00210 -0.2 -0.1 -0.7
H -1.93530 -2.07548 1.10040 0.7 0.4 0.1
H -0.01002 -0.10429 0.62660 1.5 -0.2 0.7
H -3.98095 -1.06378 0.44191 0.2 0.4 -0.3
H -1.23097 1.92187 -0.20713 -0.3 -1.9 -0.5
```
Forces are in eV/Å.

No. 3
An isolated ion of composition C5H10N2 and charge +2, computed with ωB97M-V with the def2-TZVPD basis set.

Computed properties:
HOMO level (spin up / spin down)   -20.1 / -20.1 eV
Max |F|   7.80 eV Å⁻¹
Electronic energy   -305.19749 a.u.
Multiplicity   1
Total charge   +2
LUMO (spin up / spin down)   -11.813 / -11.813 eV

Geometry as XYZ:
```
17
Properties=species:S:1:pos:R:3:forces:R:3
C 1.09540 -1.69494 0.21656 1.7 -0.2 -2.3
C 0.08550 -0.73790 0.10223 -7.0 0.2 2.6
N -1.61964 -0.82790 0.66491 7.2 -2.0 -2.3
C -2.14317 0.41084 0.32323 0.1 0.3 -0.2
C -1.02325 1.24093 -0.11893 0.7 -2.6 0.8
N 0.15313 0.54289 -0.25747 -2.7 2.3 -0.8
C 1.32085 1.22451 -0.85506 2.4 -4.5 0.9
H 1.52568 -1.92208 1.14153 0.3 0.2 2.4
H 1.99405 -1.33757 -0.34981 -0.7 -0.4 0.1
H 0.81952 -2.68653 -0.09362 -0.5 -0.5 -0.6
H -1.99451 -1.79356 0.64498 -0.2 1.0 -0.1
H -2.65408 0.67330 1.25726 -0.1 1.3 0.3
H -3.01720 0.48340 -0.37318 0.4 -0.2 -0.2
H -0.94203 2.27348 -0.25662 -0.4 1.6 -0.4
H 1.38510 2.22703 -0.92490 -1.3 3.6 -0.2
H 1.66382 0.74789 -1.77995 -0.6 0.0 0.0
H 2.08866 1.00606 -0.12200 0.6 0.0 0.0
```
Forces are in eV/Å.

No. 4
A 4-piece molecular cluster, C23H24I2O2 overall, computed with ωB97M-V with the def2-TZVPD basis set.

Computed properties:
HOMO level   -9.1 eV
Max |F|   0.62 eV Å⁻¹
Electronic energy   -1636.63556 a.u.
Multiplicity   1
Total charge   0
LUMO   -0.139 eV

Geometry as XYZ:
```
51
Properties=species:S:1:pos:R:3:forces:R:3
C 0.63181 1.17693 0.61524 0.2 0.0 -0.1
O -0.38602 2.15355 0.33006 0.1 -0.4 0.0
C -1.27694 2.42353 1.31358 -0.2 0.1 -0.2
O -1.15043 3.34461 2.05231 0.2 0.3 0.5
C -2.52104 1.58770 1.31462 -0.3 0.0 -0.3
I -2.40606 -0.22459 2.36406 0.0 0.1 0.0
C -3.64658 1.94706 0.70445 0.3 -0.2 0.2
C -4.92906 1.17535 0.69020 0.1 0.1 -0.2
I -3.65600 3.71033 -0.43040 0.0 0.0 0.0
H 0.72882 0.52092 -0.24541 0.0 0.0 -0.1
H 0.39065 0.57275 1.48286 -0.1 0.0 0.1
H 1.57574 1.68685 0.79247 0.0 0.1 0.0
H -5.10830 0.70728 1.65355 0.0 -0.1 0.1
H -5.76397 1.82246 0.44144 -0.1 0.0 0.0
H -4.87090 0.40016 -0.07496 0.0 -0.1 0.0
C -2.94669 -6.50321 4.25422 0.0 0.0 0.0
C -3.14317 -5.79155 3.07928 0.0 0.0 0.0
C -2.82349 -4.44240 3.02410 0.0 0.0 0.0
C -2.30902 -3.80696 4.14521 0.0 0.0 0.0
C -2.11556 -4.51630 5.32161 0.0 0.0 0.0
C -2.43412 -5.86562 5.37542 0.0 0.0 0.0
H -3.19282 -7.55617 4.29624 0.0 0.0 0.0
H -3.54566 -6.28832 2.20623 0.0 0.0 0.0
H -2.97482 -3.88676 2.10715 0.0 0.0 0.0
H -2.05812 -2.75475 4.10196 0.0 0.0 0.0
H -1.71720 -4.01804 6.19571 0.0 0.0 0.0
H -2.28311 -6.42082 6.29189 0.0 0.0 0.0
C -0.15353 1.86106 -2.99023 0.0 0.0 0.0
C -1.33396 1.79071 -3.71672 0.0 0.0 0.0
C -1.29191 1.67587 -5.09951 0.0 0.0 0.0
C -0.06946 1.63191 -5.75650 0.0 0.0 0.0
C 1.11146 1.70548 -5.03089 0.0 0.0 0.0
C 1.06688 1.81979 -3.64846 0.1 0.0 0.0
H -0.17954 1.94717 -1.91202 -0.1 0.1 -0.1
H -2.28688 1.82967 -3.20360 0.0 0.0 0.0
H -2.21227 1.62128 -5.66656 0.0 0.0 0.0
H -0.03762 1.54057 -6.83452 0.0 0.0 0.0
H 2.06469 1.67407 -5.54309 0.0 0.0 0.0
H 1.98766 1.87512 -3.08016 0.0 0.0 0.0
C 4.97842 1.84316 -2.15514 0.0 0.0 0.0
C 4.56661 2.55639 -1.03771 0.0 0.0 0.0
C 5.03203 2.20234 0.22106 0.0 0.0 0.0
C 5.90703 1.13403 0.36157 0.0 0.0 0.0
C 6.31452 0.41854 -0.75575 0.0 0.0 0.0
C 5.85005 0.77267 -2.01466 0.0 0.0 0.0
H 4.61740 2.12216 -3.13704 0.0 0.0 0.0
H 3.88312 3.38884 -1.14810 0.0 0.0 0.0
H 4.71436 2.76057 1.09233 0.0 0.0 0.0
H 6.27239 0.85953 1.34261 0.0 0.0 0.0
H 6.99408 -0.41638 -0.64516 0.0 0.0 0.0
H 6.16642 0.21402 -2.88582 0.0 0.0 0.0
```
Forces are in eV/Å.